The following is a DFT calculation (ωB97M-V with the def2-TZVPD basis set) of a molecular structure, CuFO2P at a distorted geometry.

Its multiplicity is 1. The value obtained for the strongest force on any atom is 3.7 eV/Å. The charge is +1. The value obtained for the HOMO energy is -15.1 eV.

Atoms and positions in Å:
P (-0.44, -0.95, -0.97)
F (-1.59, -1.49, -0.01)
O (0.72, -0.55, 0.05)
Cu (1.36, 2.38, 0.61)
O (-0.05, 0.62, 0.32)